The following is a quantum chemistry calculation of 2 unconnected molecules or ions with the total composition C20H31ClF3N5O2, from the Open Molecules 2025 dataset.

## Properties
**HOMO level**: -8.3 eV
**DFT total energy**: -1964.784701 Ha
**Molecular weight**: 465.95 g mol⁻¹
**SMILES**: CC[C@H](C)[C@H](NC(C)=O)C(=O)NC.FC(F)(F)c1cnc(N2CCCNCC2)c(Cl)c1

Geometry as ORCA input:
```
! RIJCOSX wB97M-V def2-TZVPD def2/J DEFGRID3
* xyz 0 1
C 0.1001 -4.6383 1.4388
C -0.7768 -4.3513 2.6638
C -1.5804 -3.0257 2.5973
C -0.6080 -1.8435 2.4040
C -2.4615 -2.7972 3.8599
N -3.1518 -4.0349 4.2749
C -2.9256 -4.7903 5.3490
C -1.8623 -4.3913 6.3524
O -3.5909 -5.7937 5.5403
C -3.5015 -1.6632 3.7243
O -3.5722 -0.9599 2.7225
N -4.3914 -1.5493 4.7205
C -5.4871 -0.5810 4.7381
H -0.4885 -4.5331 0.5274
H 0.9504 -3.9574 1.4096
H 0.4787 -5.6588 1.5013
H -0.1426 -4.3495 3.5505
H -1.4709 -5.1878 2.7435
H -2.2377 -3.0800 1.7278
H 0.1323 -1.8267 3.2044
H -1.1357 -0.8914 2.3977
H -0.0996 -1.9291 1.4448
H -1.7886 -2.4836 4.6553
H -3.8768 -4.3810 3.6640
H -2.1150 -3.4281 6.7900
H -0.8946 -4.3383 5.8589
H -1.8224 -5.1452 7.1373
H -4.3204 -2.2027 5.4851
H -6.0646 -0.6617 3.8142
H -6.1455 -0.7649 5.5886
H -5.0816 0.4301 4.8061
F 1.8336 -1.4767 -0.8929
C 2.4240 -0.3989 -0.3167
F 1.6832 0.0016 0.7500
F 3.6564 -0.7500 0.1353
C 2.5150 0.7088 -1.3306
C 3.6466 0.8186 -2.1403
N 3.7890 1.7830 -3.0579
C 2.8104 2.6825 -3.2123
N 3.0522 3.6605 -4.1735
C 3.1416 3.2519 -5.5839
C 1.7340 3.1502 -6.1754
C 1.1074 4.5076 -6.5029
N 1.0024 5.4108 -5.3418
C 2.2595 5.9898 -4.8148
C 3.0045 5.0934 -3.8070
C 1.6192 2.6282 -2.4593
Cl 0.2813 3.7340 -2.6913
C 1.4756 1.6259 -1.5081
H 4.4549 0.1004 -2.0344
H 3.7481 3.9618 -6.1551
H 3.6384 2.2787 -5.6608
H 1.0818 2.6080 -5.4844
H 1.7881 2.5672 -7.0989
H 1.6861 4.9926 -7.2964
H 0.1018 4.3281 -6.8972
H 0.3205 6.1468 -5.5263
H 2.9312 6.2219 -5.6479
H 2.0318 6.9350 -4.3122
H 2.5248 5.2136 -2.8312
H 4.0290 5.4638 -3.7015
H 0.5598 1.5699 -0.9224
*
```